{
  "formula": "C6H11N2O2",
  "method": "the ωB97M-V functional and the def2-TZVPD basis",
  "e_homo_ev": [-11.10, -10.90],
  "lumo_energy_ha": [-0.1272, -0.1274],
  "relative_energy_kj_mol": 546.6,
  "total_charge": 1,
  "symbols": ["C", "C", "C", "C", "C", "C", "N", "N", "O", "O", "H", "H", "H", "H", "H", "H", "H", "H", "H", "H", "H"],
  "coordinates": [[1.0391, -2.9443, 1.9239], [-0.6781, -1.0812, 1.5541], [-1.4192, 0.8789, 0.2945], [-0.0731, -0.8441, -0.9013], [-0.3901, 1.9327, -0.0803], [1.1057, 0.2105, -1.0558], [-0.7872, -0.4888, 0.3242], [0.4032, 1.4559, -1.3670], [2.0922, -3.0398, 1.4492], [-1.2207, -0.8146, 2.5603], [0.5018, -3.4059, 2.6797], [-1.8302, 0.8818, 1.2903], [-2.1132, 0.9667, -0.4558], [-0.5887, -0.4868, -1.7541], [0.2473, -1.8485, -0.8622], [-0.9131, 2.9172, -0.1506], [0.3548, 2.0928, 0.5688], [1.7457, 0.2720, -0.1777], [1.6680, -0.0348, -2.0255], [-0.2170, 1.2276, -2.1552], [1.0728, 2.1526, -1.6593]],
  "forces_ev_per_angstrom": [[-0.3, 2.8, -2.3], [2.5, -2.7, -1.4], [2.9, -1.8, 1.0], [1.8, 2.6, 2.4], [-2.3, 0.3, -2.1], [0.5, -2.6, -1.7], [-0.9, 1.3, -0.9], [-1.3, 1.0, 1.4], [0.0, -0.1, 0.1], [-0.8, 0.8, 0.9], [-1.0, -1.3, 1.9], [-0.4, 1.2, 0.3], [-2.3, -0.4, -1.6], [-1.7, -1.2, -0.9], [0.3, -1.0, -0.3], [0.5, -0.7, -0.9], [2.8, 0.2, 2.7], [0.0, 0.3, -0.2], [-0.3, 0.2, 1.6], [0.0, 0.6, 0.2], [0.0, 0.6, -0.1]]
}